98
Properties=species:S:1:pos:R:3:mulliken_charge:R:1 method="wB97M-V/def2-TZVPD" gap_ev=7.7 relative_energy_kj_mol=1007.69 total_energy_ha=-2062.4568 homo_energy_ev=-7.82 smiles="NC(N)=O.NC(N)=O.NC(N)=O.NC(N)=O.CCO.CCO.CCO.CCO.CCO.CCO.CO.CO" lumo_ev=-0.107
N 2.433 1.012 -2.232 -0.337
C 1.667 0.681 -3.201 0.279
N 0.844 1.646 -3.631 -0.377
O 1.641 -0.582 -3.676 -0.728
H 2.488 1.912 -1.754 0.091
H 3.226 0.458 -2.085 0.180
H 0.522 1.416 -4.591 0.260
H 0.797 2.686 -3.402 0.177
N -0.956 0.644 -1.415 1.503
C -0.429 0.145 -0.311 -0.269
N 0.795 0.554 -0.044 1.436
O -1.069 -0.736 0.549 -0.255
H -1.938 0.412 -1.665 -0.051
H -0.328 1.055 -2.119 -0.551
H 1.080 0.153 0.854 -0.695
H 1.342 0.944 -0.780 -0.171
N 4.166 -1.725 2.289 -0.059
C 5.178 -0.901 2.214 0.517
N 6.135 -1.169 3.057 -0.428
O 5.176 0.317 1.500 -0.636
H 3.346 -1.405 1.650 -0.240
H 4.003 -2.473 3.035 0.276
H 6.974 -0.430 3.147 0.307
H 6.007 -1.978 3.741 0.179
N -3.703 -1.579 0.792 -0.256
C -3.878 -1.757 -0.427 -0.122
N -4.828 -2.655 -0.337 -0.462
O -3.390 -1.109 -1.500 -0.547
H -2.596 -1.580 0.883 0.024
H -3.896 -0.590 0.965 0.353
H -4.691 -3.328 -1.204 0.357
H -5.672 -2.198 -0.632 0.365
C -1.179 3.660 2.941 -1.452
C -0.234 2.711 2.219 0.853
O 0.125 3.219 0.932 -0.511
H -0.659 4.566 3.201 0.338
H -1.609 3.164 3.784 0.432
H -2.013 3.956 2.266 0.171
H -0.643 1.667 2.090 -0.407
H 0.596 2.436 2.835 0.397
H 0.550 2.432 0.604 0.096
C -1.449 -2.650 -3.362 -0.968
C -1.120 -3.448 -2.074 0.353
O -1.823 -4.621 -2.104 -0.639
H -2.518 -2.583 -3.354 0.335
H -1.063 -3.133 -4.273 0.437
H -0.902 -1.673 -3.214 -0.030
H -1.497 -2.811 -1.273 -0.339
H -0.084 -3.570 -1.921 0.486
H -1.566 -5.064 -1.295 0.332
C -3.864 4.193 -0.740 -1.174
C -2.380 4.068 -0.882 0.234
O -2.045 3.715 -2.229 -0.702
H -4.190 4.434 0.338 0.305
H -4.416 3.218 -0.896 0.238
H -4.334 4.935 -1.361 0.349
H -1.988 3.153 -0.362 -0.103
H -1.817 4.946 -0.640 0.467
H -1.171 3.985 -2.406 0.269
C 1.394 -3.373 0.346 -0.635
C 2.058 -2.622 -0.793 -0.636
O 2.887 -1.692 -0.224 -0.242
H 0.873 -4.345 0.085 0.433
H 0.627 -2.693 0.750 -0.136
H 2.075 -3.678 1.125 0.563
H 1.400 -2.070 -1.334 0.288
H 2.736 -3.309 -1.419 0.303
H 3.440 -1.238 -0.877 0.111
C -1.751 -2.979 3.206 -0.860
C -1.673 -4.264 2.365 -0.359
O -2.631 -4.254 1.293 -0.440
H -2.679 -2.959 3.636 0.471
H -1.581 -2.001 2.665 -0.141
H -1.067 -2.835 4.052 0.357
H -2.098 -5.002 2.997 0.408
H -0.712 -4.626 2.052 0.376
H -2.183 -4.924 0.728 0.251
C 3.614 3.757 1.192 -0.863
C 3.994 3.083 -0.062 0.264
O 2.984 3.308 -1.037 -0.478
H 4.335 3.610 1.962 0.396
H 2.621 3.364 1.610 -0.036
H 3.465 4.854 1.035 0.289
H 3.881 2.000 0.207 -0.205
H 4.987 3.311 -0.387 0.395
H 3.194 4.087 -1.557 0.237
C 1.141 -0.697 3.450 -0.622
O 1.753 0.099 2.450 -0.498
H 1.886 -1.180 4.059 0.441
H 0.712 -1.522 2.893 -0.080
H 0.381 -0.212 3.998 0.434
H 2.485 0.503 2.868 0.204
C -3.379 1.058 -3.939 -0.853
O -3.469 1.498 -2.610 -0.405
H -2.441 0.710 -4.132 0.244
H -3.369 1.955 -4.528 0.419
H -4.087 0.226 -4.123 0.199
H -2.954 2.311 -2.498 0.519